# C35H77B2ClINO12S

A cluster of 6 separate species, C35H77B2ClINO12S in total in a non-equilibrium geometry (ωB97M-V/def2-TZVPD, the Open Molecules 2025 dataset).

Last column: Löwdin charge in e.
Element x y z (Å)
C1 5.76017 -2.25593 3.10409  -0.085
C2 6.25233 -1.50169 1.72644  -0.136
B1 5.56952 -0.06180 1.55528  -0.415
O1 6.29630 1.04941 2.18812  0.094
N1 4.25192 0.32350 0.90826  0.050
C3 3.07274 -0.59438 1.25248  -0.480
S1 3.06145 -2.37535 0.90573  0.837
C4 1.89147 0.28912 0.60716  -0.138
C5 0.57796 -0.56942 0.48961  -0.579
O2 0.16762 -1.29593 -0.47544  -0.108
O3 -0.23886 -0.57634 1.63270  -0.174
C6 2.60602 0.98906 -0.69932  -0.183
C7 2.13178 2.53064 -0.36120  -0.153
C8 0.55820 2.75678 -0.26009  -0.163
C9 0.11894 3.84991 -1.39643  -0.187
C10 -1.27500 4.57242 -1.07258  -0.203
C11 -2.40101 3.63323 -0.41948  -0.192
C12 -3.82671 3.69922 -1.22435  -0.204
C13 -4.40222 2.19916 -1.32382  -0.232
C14 -5.62952 2.01526 -2.34708  -0.202
C15 -5.58118 0.45883 -2.83729  -0.217
C16 -6.10716 -0.56309 -1.69963  -0.214
C17 -7.72784 -0.60232 -1.59080  -0.162
C18 -8.21566 -0.71032 -0.03973  -0.233
O4 -8.55311 -2.06005 0.35185  -0.235
C19 -7.37429 -2.83958 0.67826  -0.118
C20 1.92798 0.78957 -2.10683  -0.077
C21 2.32903 -0.41050 -3.05137  -0.618
O5 2.83048 -0.12424 -4.18369  -0.038
Cl1 2.09605 -2.19577 -2.76576  0.714
C22 4.23298 1.01882 -0.47781  -0.131
C23 5.03478 2.39973 -0.45041  -0.204
C24 5.18369 3.26986 -1.77162  -0.673
C25 4.35885 2.94154 -3.07460  -0.178
I1 4.71677 5.38122 -1.24920  0.796
B2 5.22050 0.02916 -1.30247  -0.476
O6 6.49555 0.42599 -1.88950  0.117
O7 4.92104 -1.38218 -1.56964  0.026
H1 6.70465 -2.38254 3.73633  0.089
H2 5.28220 -3.26567 2.86552  0.067
H3 5.01775 -1.54468 3.61287  0.075
H4 7.39850 -1.45423 1.71988  0.121
H5 5.97241 -2.23945 0.87710  0.093
H6 5.67621 1.35222 2.89578  0.122
H7 3.98192 1.15627 1.49603  0.180
H8 2.88467 -0.53174 2.39387  0.151
H9 2.18860 -2.75454 -0.10059  -0.107
H10 1.65366 0.99766 1.49331  0.156
H11 2.53288 3.29618 -1.10160  0.051
H12 2.56793 2.76418 0.68854  0.123
H13 -0.11306 1.85828 -0.43737  0.103
H14 0.25654 3.21478 0.74759  0.121
H15 0.91189 4.66494 -1.51078  0.101
H16 -0.03798 3.24858 -2.37592  0.118
H17 -1.70009 4.93416 -2.08918  0.101
H18 -1.13375 5.52704 -0.43643  0.115
H19 -2.63904 4.07929 0.62010  0.099
H20 -2.14254 2.52438 -0.36120  0.098
H21 -4.57389 4.32252 -0.60742  0.109
H22 -3.72882 4.19624 -2.25125  0.098
H23 -4.68923 1.86955 -0.25294  0.123
H24 -3.55486 1.50914 -1.70914  0.111
H25 -6.61966 2.23669 -1.79572  0.109
H26 -5.54209 2.67547 -3.29442  0.111
H27 -4.49590 0.14344 -3.08292  0.105
H28 -6.23463 0.32926 -3.77598  0.108
H29 -5.79716 -1.62473 -2.04779  0.111
H30 -5.59985 -0.40908 -0.68710  0.096
H31 -8.13484 -1.54836 -2.11080  0.118
H32 -8.16181 0.32305 -2.11754  0.104
H33 -7.38066 -0.23974 0.59964  0.118
H34 -9.17010 -0.08090 0.04445  0.121
H35 -6.45260 -2.17637 0.86138  0.091
H36 -7.13611 -3.57556 -0.18010  0.100
H37 -7.55819 -3.41688 1.65710  0.095
H38 0.78690 0.64753 -1.93554  0.143
H39 1.96483 1.75348 -2.74562  0.125
H40 4.66599 3.11738 0.38477  0.079
H41 6.13692 2.22615 -0.12185  0.136
H42 6.29241 3.34299 -2.09576  0.093
H43 4.19642 1.84751 -3.34688  0.071
H44 3.32060 3.45561 -3.08670  0.065
H45 4.91437 3.41216 -3.97645  0.102
H46 6.81713 -0.27960 -2.49157  0.122
H47 4.77825 -1.49878 -2.54607  0.096
C26 -1.71142 -5.11817 -1.57470  -0.083
C27 -0.52415 -5.61909 -2.37286  -0.315
O8 -0.19575 -4.69020 -3.39963  -0.112
H48 -2.57750 -4.97326 -2.22598  0.078
H49 -1.97782 -5.82560 -0.78551  0.074
H50 -1.48973 -4.14884 -1.11800  0.076
H51 -0.75666 -6.57607 -2.84487  0.112
H52 0.35069 -5.75507 -1.72844  0.102
H53 0.01709 -3.84940 -2.97369  0.016
C28 -2.77246 3.74866 4.48937  -0.086
C29 -1.57531 3.29914 3.67622  -0.307
O9 -1.27776 4.26418 2.66903  -0.113
H54 -3.64492 3.88529 3.84455  0.075
H55 -3.01637 3.01608 5.26220  0.063
H56 -2.57542 4.71299 4.96815  0.075
H57 -1.78363 2.34717 3.18258  0.122
H58 -0.69635 3.17228 4.31300  0.082
H59 -1.08620 5.10085 3.11332  0.084
C30 -0.30753 2.26817 8.71828  -0.094
C31 -1.06267 2.02475 7.42665  -0.316
O10 -0.26926 2.41594 6.31186  -0.102
H60 -0.04098 3.32405 8.81352  0.077
H61 -0.90868 1.97675 9.58296  0.075
H62 0.62759 1.70044 8.73273  0.071
H63 -1.98445 2.60974 7.40700  0.106
H64 -1.32239 0.96694 7.31931  0.114
H65 0.54017 1.88804 6.33076  0.090
C32 -1.07850 -2.36004 -6.77007  -0.092
C33 -1.89626 -1.52980 -5.80052  -0.327
O11 -2.46102 -2.36236 -4.79657  -0.090
H66 -1.70175 -3.12557 -7.23952  0.077
H67 -0.64269 -1.73183 -7.55122  0.071
H68 -0.27156 -2.88199 -6.24743  0.070
H69 -2.71386 -1.02748 -6.32222  0.110
H70 -1.27489 -0.76809 -5.31755  0.103
H71 -1.73021 -2.79717 -4.33290  0.059
C34 2.73261 -6.86479 1.65791  -0.092
C35 4.10956 -6.43659 2.12508  -0.329
O12 4.08800 -6.15393 3.51919  -0.093
H72 1.99808 -6.08078 1.86021  0.078
H73 2.73305 -7.07994 0.58642  0.073
H74 2.40198 -7.75815 2.19579  0.074
H75 4.42677 -5.53191 1.60102  0.095
H76 4.84897 -7.22170 1.93676  0.108
H77 3.81528 -6.96045 3.97633  0.083

The value obtained for the molecular weight is 920.04 g mol⁻¹. Its highest occupied orbital energy is -7.61 eV. Its lowest unoccupied orbital energy is -0.98 eV. For the max |F|, the calculation gives 7.40 eV/Å. The SMILES is CCB(O)[N@@H+]1[C@H](S)[C@H](C(=O)[O-])[C@](CCCCCCCCCCCCOC)(CC(=O)Cl)[C@]1(C[C@@H](C)I)B(O)O.CCO.CCO.CCO.CCO.CCO.